Record 1
C5H11CrO4 | ωB97M-V/def2-TZVPD

```
21
Properties=species:S:1:pos:R:3
Cr 0.8367 0.9016 0.1079
O 1.6240 2.4933 -0.6342
O 1.0103 -0.3221 1.4041
O 0.0639 0.5875 -1.6320
O -1.6370 -1.9809 1.7385
C 0.0859 1.6398 -2.3958
C -0.4225 -2.2685 0.9957
C -2.1302 -0.6720 1.6171
C 1.6099 2.5134 -1.9322
C 0.8376 -1.6757 1.6160
H -1.4938 0.0639 2.1331
H -3.1346 -0.6579 2.0610
H -0.3374 -3.3661 0.9980
H 0.8112 -1.9048 2.7022
H 1.6885 -2.2701 1.2191
H 2.2931 1.8216 -2.4579
H 0.2203 1.4797 -3.4783
H -0.6107 -1.9671 -0.0523
H -0.5989 2.4668 -2.1380
H -2.2004 -0.3731 0.5553
H 1.4840 3.4908 -2.4274
```

net charge	+1
2S+1	5
Kohn-Sham gap (alpha / beta)	6.249 / 6.233	eV
relative energy (zero: lowest compared OMol25 entry of this formula, charge and spin)	0.000	eV
E	-1542.150361	Eh

Record 2
C7H20AlBNO2Ti | ωB97M-V/def2-TZVPD

```
33
Properties=species:S:1:pos:R:3
Ti -0.7119 0.9660 -3.2203
Al 0.0627 0.2791 -0.7115
O 2.1945 2.0292 0.6452
O 0.6919 1.1462 2.2214
N -2.5265 -0.6296 0.7045
C 2.2654 -2.2678 0.1373
C -0.0371 -1.6868 -0.8290
C 1.3359 -2.3341 -1.0849
C -2.5532 1.7053 -0.0222
C -1.7982 1.2107 -1.2580
C -3.3087 0.6043 0.7172
C 3.5016 1.6834 1.1084
B 1.1113 1.2432 0.9157
H -0.7086 -1.9955 -1.6490
H -2.6141 -1.1359 1.5764
H -2.8201 -1.2630 -0.0292
H -1.5944 2.1400 -1.8282
H 1.8620 -1.5925 0.8969
H 3.9785 2.5832 1.4887
H 0.8234 0.7166 -2.2448
H 4.0876 1.2855 0.2810
H -0.4920 -2.0992 0.0718
H 1.8273 -1.8824 -1.9523
H -3.2631 2.4682 -0.3478
H -4.3157 0.4972 0.3057
H -1.8467 2.1947 0.6500
H 0.3885 0.2777 2.5234
H 1.1848 -3.3832 -1.3451
H 3.4639 0.9458 1.9114
H -2.4078 0.5256 -1.8850
H 3.2653 -1.9094 -0.1036
H -3.4340 0.9208 1.7507
H 2.3874 -3.2433 0.6051
```

net charge	+1
Kohn-Sham gap	5.803	eV
relative energy (zero: lowest compared OMol25 entry of this formula, charge and spin)	0.344	eV
E	-1600.350594	Eh

Record 3
C33H24AuN2O4P | ωB97M-V/def2-TZVPD

```
65
Properties=species:S:1:pos:R:3
Au 0.0028 -0.2526 -0.1970
P 2.6065 0.3046 -0.0965
O 2.1073 -1.4619 -0.1156
O -0.7158 -0.8543 1.7364
O 0.1761 0.5721 -2.0949
O 2.7248 -3.4364 -0.9933
N -1.4911 1.2483 0.3527
N -1.9821 1.0504 1.5621
C -0.4986 3.2936 -4.3056
C -1.5203 0.0084 2.2178
C 3.1837 3.2888 -2.8311
C 3.3107 2.1213 -2.1051
C 6.6842 -1.5580 -1.0084
C -1.4225 4.0594 -3.5924
C 1.6634 2.9177 -0.5408
C 5.4496 0.4538 -0.4981
C 6.6443 -0.1862 -0.7735
C 4.2774 -0.2928 -0.4651
C -1.8690 2.1686 -0.4609
C 2.5980 1.9536 -0.9186
C -1.9573 -0.1502 3.6171
C 1.5394 4.0824 -1.2707
C 5.5268 -2.3121 -0.9544
C -2.6717 -0.4490 6.2870
C -0.0024 2.1417 -3.7604
C 2.0302 -0.1078 3.9273
C -2.8706 0.7248 4.2002
C -1.7743 -1.3306 5.7068
C 2.0718 -0.3734 2.5712
C 3.0018 -2.3236 -0.6241
C -1.4203 -1.1859 4.3795
C -3.2256 0.5698 5.5271
C 2.9810 1.8252 2.1809
C 2.5379 0.5989 1.6886
C 2.3061 4.2765 -2.4109
C 2.4540 1.1192 4.4125
C -1.3443 2.4523 -1.7577
C -0.3844 1.6741 -2.4783
C -1.8339 3.6320 -2.3584
C 4.3268 -1.6727 -0.6806
C 2.9304 2.0828 3.5388
H -2.6736 2.8253 -0.1239
H -3.9384 1.2458 5.9766
H -3.2958 1.5144 3.6008
H -1.3524 -2.1334 6.2932
H 1.0506 2.7459 0.3352
H -0.7321 -1.8724 3.9107
H 3.7592 3.4243 -3.7364
H 7.5586 0.3876 -0.8150
H 2.1955 5.1824 -2.9880
H 0.7120 1.5339 -4.2938
H 5.5320 -3.3786 -1.1202
H 7.6270 -2.0314 -1.2343
H 3.3535 2.5797 1.5027
H 1.6581 -0.8569 4.6106
H 5.4217 1.5181 -0.3148
H 3.2639 3.0397 3.9148
H 0.8254 4.8351 -0.9692
H 2.4168 1.3235 5.4716
H -0.1754 3.6086 -5.2878
H -1.8126 4.9741 -4.0101
H -2.5503 4.2241 -1.8045
H 1.7143 -1.3188 2.1959
H 3.9723 1.3378 -2.4480
H -2.9371 -0.5566 7.3292
```

Kohn-Sham gap (alpha / beta)	5.095 / 5.094	eV
relative energy (zero: lowest compared OMol25 entry of this formula, charge and spin)	0.974	eV
E	-2159.363618	Eh

Record 4
C6H15NO | ωB97M-V/def2-TZVPD

```
23
Properties=species:S:1:pos:R:3
O -0.6059 -0.0601 2.1956
N 0.8559 1.6161 1.8807
C 1.7007 -1.1635 -1.0767
C -0.4364 1.1151 1.9647
C 0.1701 -0.9907 -0.8632
C -0.3854 -0.0878 -1.9681
C -0.4301 -2.4089 -0.8943
C -1.4128 2.2707 1.8923
H 1.8712 -1.8269 -1.9228
H -1.0923 -2.5388 -0.0188
H -0.9419 3.2190 1.6265
H 2.1734 -1.4893 -0.1498
H 1.6827 1.1255 2.2065
H 0.0433 -0.4725 0.0755
H -2.2326 2.3483 1.1741
H -1.1297 -2.5295 -1.7109
H 2.2060 -0.2302 -1.3458
H 0.3617 0.6853 -2.1627
H -1.8547 2.2995 2.8928
H 1.0242 2.5531 1.5397
H 0.2705 -3.2227 -0.7269
H -1.2935 0.4672 -1.7345
H -0.5445 -0.6789 -2.8738
```

Kohn-Sham gap	10.867	eV
relative energy (zero: lowest compared OMol25 entry of this formula, charge and spin)	1.034	eV
E	-367.593305	Eh

Record 5
C5H8O | ωB97M-V/def2-TZVPD

```
14
Properties=species:S:1:pos:R:3
O -1.6035 -0.2583 -1.7788
C 0.4818 -0.3436 -0.7382
C -0.9535 0.0591 -0.8026
C 0.9852 -0.9867 0.5353
C 1.5970 0.2861 0.0642
C -1.6356 0.7469 0.3656
H -2.3803 1.4360 -0.0372
H 0.3315 -0.9193 1.4003
H 0.7856 -0.7973 -1.6768
H 2.5767 0.2282 -0.4029
H -2.1764 -0.0041 0.9531
H 1.5196 -1.9256 0.4452
H -0.9598 1.2844 1.0357
H 1.4316 1.1943 0.6372
```

Kohn-Sham gap	10.574	eV
relative energy (zero: lowest compared OMol25 entry of this formula, charge and spin)	0.959	eV
E	-270.522664	Eh

Record 6
C17H28N11O8ReS | ωB97M-V/def2-TZVPD

```
66
Properties=species:S:1:pos:R:3
Re -0.1229 -0.1318 0.1599
S -2.4402 -6.1739 3.5869
O -4.2167 0.7613 0.5853
O -3.1431 -7.1512 2.8049
O -2.4523 1.0654 1.7782
O 2.8222 -5.0426 -0.2552
O 0.2524 -0.0990 2.2754
O 1.4494 -6.3843 0.7600
O -2.9641 -4.8166 3.6587
O 1.9967 -0.1361 0.3211
N -0.3556 -0.4648 -1.9569
N -2.1727 0.0801 -0.1822
N -0.4418 -4.3247 0.9077
N -1.7086 -0.4235 -2.3521
N -0.0973 -2.2176 0.3434
N -3.8928 0.0108 -1.8613
N 1.7862 -5.3212 0.2966
N 2.3122 5.4430 0.4153
N -2.2595 5.4799 0.3032
N -3.0357 0.6896 0.7979
N -0.0370 1.7547 0.0805
C 2.4656 0.4392 1.5715
C -0.0068 2.9495 0.1633
C -0.9901 -3.1093 0.8677
C -0.8409 -5.9427 2.7973
C -2.3912 -2.8291 1.2712
C -1.2263 4.9768 0.2883
C 1.2829 4.9398 0.3246
C 2.8759 0.1776 -0.7998
C -1.1874 -5.5298 1.3627
C -2.6571 -0.0940 -1.4441
C 0.0195 4.2788 0.2554
C -0.5549 -0.6984 3.3404
C -3.4091 -7.3024 5.8310
C 0.8341 -4.2229 0.3986
C -2.1130 -6.7789 5.2104
C 1.6581 -0.2252 2.6359
C 1.0569 -2.9461 0.0498
H -0.3573 -5.1424 3.3586
H -2.2322 -5.2404 1.2897
H -2.5317 -1.7698 1.4431
H -1.6970 -5.9365 5.7637
H -3.2057 -7.6059 6.8558
H -0.2618 -0.2272 4.2759
H 1.8989 -1.2870 2.7254
H 1.9515 -2.5311 -0.3785
H -4.1765 -6.5303 5.8525
H 0.0202 -1.3845 -2.2005
H -1.5935 -0.4916 3.1388
H 3.5261 0.2187 1.6980
H 2.4479 -0.2763 -1.6897
H -1.0188 -6.3376 0.6599
H -4.6221 0.2640 -1.2060
H -1.3639 -7.5646 5.0989
H -3.7821 -8.1623 5.2808
H -2.6626 -3.3794 2.1785
H 1.8190 0.2632 3.5975
H 2.3247 1.5209 1.5380
H 2.9563 1.2583 -0.9135
H -0.3498 -1.7687 3.3771
H -4.1311 -0.0893 -2.8389
H -1.9316 -0.6239 -3.3180
H 0.1675 0.2340 -2.4885
H 3.8533 -0.2587 -0.6032
H -3.0791 -3.1527 0.4848
H -0.2337 -6.8438 2.8222
```

net charge	+3
2S+1	2
Kohn-Sham gap (alpha / beta)	5.299 / 5.250	eV
relative energy (zero: lowest compared OMol25 entry of this formula, charge and spin)	1.241	eV
E	-2343.985055	Eh

Record 7
H3OPS2 | ωB97M-V/def2-TZVPD

```
7
Properties=species:S:1:pos:R:3
S -2.8316 -0.6850 0.1682
S -1.2584 0.3721 -0.3374
P 0.7633 -0.4949 -0.0175
O -1.1758 1.7563 0.1358
H 0.3532 -1.1746 1.1496
H 0.0868 -1.4933 -0.9850
H -1.1187 0.4000 -1.5963
```

2S+1	3
Kohn-Sham gap (alpha / beta)	6.505 / 6.540	eV
relative energy (zero: lowest compared OMol25 entry of this formula, charge and spin)	3.909	eV
E	-1214.542517	Eh

Record 8
C4H18O4 | ωB97M-V/def2-TZVPD

```
26
Properties=species:S:1:pos:R:3
O -3.2253 0.6591 -0.1732
O 4.4481 -1.1534 2.9654
O -0.2880 2.7312 -2.2450
O -2.1877 4.4935 2.0797
C 0.4237 -3.4992 -0.5429
C -0.1316 -1.0558 -1.0282
C 1.2957 -1.0019 -1.4814
C -0.1285 -2.1711 0.1212
H 4.8754 -1.6778 3.5633
H 5.1427 -0.9652 2.2507
H -4.1713 0.5532 -0.3651
H -2.9597 4.9993 2.0474
H -1.2078 2.3641 -1.9496
H -0.7400 -1.1579 -1.9021
H 1.7723 -1.8513 -1.9994
H 1.3694 -0.2982 -2.2872
H -0.4598 -0.2306 -0.5058
H 0.3675 -4.2637 0.2275
H 1.5153 -3.5090 -0.9002
H -2.1728 3.7166 1.5626
H -0.0599 3.4679 -1.7917
H 0.3881 -1.8849 0.9219
H -2.8138 -0.0714 -0.6126
H -1.1628 -2.3137 0.3233
H 1.9302 -0.6007 -0.7411
H -0.3455 -3.7526 -1.2692
```

Kohn-Sham gap	10.812	eV
relative energy (zero: lowest compared OMol25 entry of this formula, charge and spin)	2.262	eV
E	-464.074447	Eh

Record 9
C3H4ClNO | ωB97M-V/def2-TZVPD

```
10
Properties=species:S:1:pos:R:3
Cl 1.6562 -0.1303 1.7906
O -0.9362 1.3580 2.4204
N 1.2996 1.7607 3.0998
C 0.3733 -0.6303 0.9497
C 0.1289 1.6282 2.8723
C 0.2576 0.1663 -0.3111
H -0.5595 0.8888 -0.2181
H 1.1587 0.7259 -0.7595
H -0.4645 -1.3723 1.3726
H -0.1622 -0.4360 -1.0903
```

Kohn-Sham gap	7.545	eV
relative energy (zero: lowest compared OMol25 entry of this formula, charge and spin)	3.798	eV
E	-706.762108	Eh

Record 10
C19H22BrFN2O2 | ωB97M-V/def2-TZVPD

```
47
Properties=species:S:1:pos:R:3
Br 1.5184 -2.4866 3.2273
F 3.8664 2.2700 0.2839
O 3.2061 -1.5459 1.0305
O -0.2809 -0.8365 -2.2725
N -3.0943 -0.6125 -0.1825
N -1.5595 1.4229 0.8049
C -0.7884 -1.6646 -0.1333
C -0.2113 1.6018 0.6563
C 4.2453 -1.1847 0.1533
C 1.9317 -1.5488 0.5835
C 2.0186 1.6149 1.6198
C 0.6457 -0.4513 -3.2593
C 0.3508 2.0329 -0.5552
C 0.9630 -1.9903 1.4834
C -2.5292 1.7958 -0.1937
C 0.6613 1.4036 1.7394
C 0.1752 -1.2073 -1.0428
C 1.5200 -1.1692 -0.6878
C 1.7059 2.2644 -0.6752
C 2.5293 2.0513 0.4126
C -2.2562 -1.7511 -0.4997
C -3.2663 -0.2903 1.2124
C -2.1232 0.5618 1.8216
C -0.3650 -2.0672 1.1232
C -2.9400 0.5683 -1.0224
H 0.0523 -0.2250 -4.1442
H 2.6782 1.4549 2.4581
H -2.6896 -2.6128 0.0186
H -2.5206 1.1593 2.6553
H 4.1494 -0.1504 -0.1834
H 2.2562 -0.8288 -1.3952
H 0.2750 1.1021 2.6993
H -3.4025 2.1991 0.3320
H -1.0812 -2.4583 1.8307
H 1.3438 -1.2612 -3.4925
H -2.1885 0.3678 -1.7859
H 4.2846 -1.8521 -0.7136
H 2.1285 2.6085 -1.6076
H 5.1620 -1.2887 0.7306
H -2.3421 -1.9209 -1.5752
H -1.3447 -0.0938 2.2085
H 1.2039 0.4404 -2.9594
H -2.1427 2.5874 -0.8332
H -4.2136 0.2528 1.3011
H -3.3667 -1.2184 1.7771
H -0.2685 2.1841 -1.4244
H -3.8965 0.7728 -1.5243
```

Kohn-Sham gap	8.056	eV
E	-3671.045526	Eh

Record 11
C5H7BrN4O | ωB97M-V/def2-TZVPD

```
18
Properties=species:S:1:pos:R:3
Br 0.9881 3.8149 2.2298
O 0.4204 -2.7066 0.2259
N 0.7594 -0.2044 1.1504
N -0.8683 -1.9775 -1.5304
N -1.1266 0.2829 -1.8008
N -0.4186 0.6123 -0.7025
C 0.8631 2.2604 1.3173
C -0.0806 -1.8128 -0.3778
C 0.0691 -0.3595 0.0153
C -1.3557 -0.9421 -2.2043
C 1.0251 0.9588 1.9334
H -1.4773 1.0892 -2.3213
H -1.9455 -1.1112 -3.0997
H -1.0436 -2.9339 -1.8490
H 1.0816 -1.0940 1.5422
H 0.6277 2.3205 0.2531
H 0.4267 0.9198 2.8720
H 2.0552 0.8835 2.3463
```

net charge	+2
Kohn-Sham gap (alpha / beta)	7.173 / 7.172	eV
E	-3062.301302	Eh

Record 12
C5H14N2 | ωB97M-V/def2-TZVPD

```
21
Properties=species:S:1:pos:R:3
N 0.2223 0.3016 -1.5324
N 0.9681 -2.2651 -0.6264
C -0.2955 1.2822 0.6652
C -1.1352 -0.1449 -1.9112
C 0.5152 0.1202 -0.0859
C 0.0135 1.3667 2.1852
C 0.3225 -1.3232 0.3664
H 1.7123 -2.6711 -0.0610
H 1.5639 0.3683 0.1280
H -1.1538 -1.2276 -1.7973
H -1.3818 1.2413 0.5856
H -1.3428 -0.0739 -2.9787
H -1.9390 0.0915 -1.2182
H 0.1864 2.1162 0.1496
H 1.4503 -1.6548 -1.2743
H 1.0502 1.4832 2.4924
H -0.7584 -1.5198 0.3358
H 0.2482 1.2993 -1.7668
H -0.5086 2.3080 2.3422
H 0.5725 -1.4974 1.4130
H -0.3104 0.3995 2.5889
```

net charge	+1
2S+1	2
Kohn-Sham gap (alpha / beta)	11.051 / 5.684	eV
relative energy (zero: lowest compared OMol25 entry of this formula, charge and spin)	2.020	eV
E	-308.047169	Eh

Record 13
C37H39CuN6O4PS | ωB97M-V/def2-TZVPD

```
89
Properties=species:S:1:pos:R:3
Cu 0.7179 -0.5117 1.3242
S -2.3722 0.7142 2.0362
P 0.6681 -0.6256 -1.0454
O -2.6550 0.8218 3.4624
O -1.0238 3.7393 -1.5270
O 3.8459 -2.3843 2.2063
O -1.8386 1.8787 1.3344
N -2.3015 -2.1532 3.0868
N -0.0370 -2.1487 2.4387
N 5.4204 -0.8228 2.5377
N -6.4275 -0.4797 -2.0304
N -1.2397 -0.4534 1.7479
N 0.5966 2.7056 -0.4098
C 0.2371 3.8403 0.4817
C 5.0471 -0.9042 -2.3504
C -1.1278 1.4977 -4.8520
C -5.5227 1.2125 -0.4923
C -4.4086 -0.9083 1.0212
C -0.6919 -0.4478 -3.4315
C -0.9466 0.1510 -4.7082
C -4.5069 1.4206 0.4184
C -5.8886 -0.1427 -0.7869
C -0.2622 0.3027 -2.3442
C -0.8678 -4.0757 3.5881
C -0.7910 2.2401 -3.7485
C -0.4852 4.7157 -0.4932
C -5.4394 -1.1878 0.1365
C 1.3986 3.6760 2.6159
C 4.1906 -1.2541 2.5400
C -0.3738 1.7255 -2.4987
C 2.8020 4.2762 0.4403
C -0.2239 -4.7048 -1.0388
C -3.8593 0.3875 1.1138
C 2.3892 -0.6768 -1.6795
C -0.1385 -2.3449 -1.0727
C 2.9491 0.2066 -2.6100
C -1.5487 -2.2967 -0.8886
C -2.2440 -3.4529 -0.6530
C 1.4496 4.3536 1.2362
C 4.3059 0.1532 -2.9196
C 3.1336 -0.2341 3.0737
C 0.1716 -3.3158 3.0586
C -1.2776 -1.5881 2.4460
C 3.1474 -1.6342 -1.0432
C 0.5088 -3.5360 -1.3183
C -1.5763 -4.6684 -0.7496
C 4.5070 -1.7941 -1.4463
C -0.1711 2.6945 -1.4218
C 2.4417 0.3266 1.7934
C -2.0662 -3.3790 3.5729
H 6.1541 -1.0008 -2.5498
H 0.1884 5.3958 -1.0187
H -6.1023 2.0050 -0.9921
H -1.1064 -0.4229 -5.6109
H 2.8864 3.2984 -0.0238
H -2.9398 -3.8041 3.9881
H -0.6521 -1.5376 -3.4490
H -6.3140 -1.4358 -2.3198
H 3.0104 0.1043 0.8634
H 2.2819 0.8775 -3.1058
H -2.2106 -5.4817 -0.4324
H 2.3561 1.4298 1.8701
H 1.3842 4.3779 3.4295
H 1.3241 5.4315 1.4412
H 3.5362 0.6023 3.6584
H -6.2310 0.2713 -2.6916
H 4.9534 -2.7355 -1.0984
H -0.8398 -5.1144 3.8513
H 0.5006 3.0302 2.7302
H 1.5380 -3.6218 -1.6982
H 0.2821 -5.6507 -1.1700
H -1.3407 1.8927 -5.8217
H 2.3017 3.0067 2.7619
H 2.8663 4.9455 -0.4232
H 2.4511 -0.9069 3.6431
H 3.5660 4.4682 1.1957
H 6.0987 -1.5703 2.2798
H 4.7848 0.9735 -3.5188
H -0.6843 3.3337 -3.7752
H -4.2223 2.4654 0.5283
H 5.7473 0.1069 2.7066
H 2.7074 -2.2586 -0.2012
H 1.2552 -3.5584 3.1157
H -4.1096 -1.6486 1.7365
H -2.0335 -1.3696 -0.7606
H -5.7918 -2.2173 0.0012
H -3.3106 -3.3926 -0.3873
H -0.6034 3.4850 1.1364
H -1.2969 5.3118 -0.0409
```

2S+1	2
Kohn-Sham gap (alpha / beta)	8.003 / 7.198	eV
E	-4442.741567	Eh

Max |F| for every record listed, in sequence, given in eV/A: 2.694; 1.846; 2.513; 2.539; 0.362; 0.535; 4.077; 6.923; 3.089; 0.493; 1.314; 4.314; 3.900.